# 1
{"formula": "C2HN3O2", "method": "ωB97M-V with the def2-TZVPD basis set", "lumo_energy_ha": [-0.014, -0.102], "homo_ha": [-0.3005, -0.3553], "de_lowest_kcal_mol": 110.9, "spin_multiplicity": 3, "orbital_gap_ev": [7.80, 6.88], "s2": 2.041, "elements": ["C", "C", "N", "N", "N", "O", "O", "H"], "positions_angstrom": [[-0.399, 0.436, -0.296], [-1.603, 0.477, -0.921], [-1.803, 0.060, -2.136], [-0.670, -0.340, -2.724], [0.292, -0.469, -1.920], [1.396, -0.882, -2.028], [-1.624, 0.009, 0.398], [0.183, 0.931, 0.447]]}

# 2
{"formula": "C20H20BrN3O8SiTi", "method": "ωB97M-V with the def2-TZVPD basis set", "lumo_energy_ha": [-0.029, -0.029], "homo_ha": [-0.2601, -0.2601], "de_lowest_kcal_mol": 0.8, "spin_multiplicity": 1, "orbital_gap_ev": [6.30, 6.30], "elements": ["Ti", "O", "C", "O", "C", "C", "C", "C", "C", "N", "C", "O", "O", "H", "H", "H", "H", "Br", "C", "C", "C", "C", "C", "N", "C", "O", "O", "H", "H", "H", "C", "Si", "C", "C", "H", "H", "H", "H", "H", "H", "H", "H", "H", "O", "C", "C", "C", "C", "O", "N", "H", "H", "H", "H"], "positions_angstrom": [[0.407, -0.892, 0.424], [-2.539, 1.951, -0.821], [-1.722, 1.148, -0.092], [-0.604, 0.631, -0.757], [-1.862, 0.782, 1.190], [-2.886, 1.204, 2.122], [-2.790, 0.852, 3.418], [-1.699, 0.031, 3.885], [-0.799, -0.384, 2.980], [-0.848, -0.047, 1.653], [0.349, -1.310, 3.221], [0.718, -1.725, 4.279], [0.941, -1.609, 2.042], [-2.406, 2.875, -0.573], [-3.709, 1.802, 1.755], [-3.550, 1.170, 4.120], [-1.618, -0.291, 4.912], [0.756, 2.762, 1.780], [2.324, 1.773, 1.419], [3.534, 2.310, 1.828], [4.689, 1.607, 1.543], [4.597, 0.408, 0.855], [3.347, -0.046, 0.494], [2.212, 0.619, 0.777], [3.181, -1.354, -0.254], [4.147, -1.990, -0.590], [1.931, -1.637, -0.502], [3.553, 3.254, 2.350], [5.650, 1.995, 1.854], [5.456, -0.192, 0.594], [0.115, 3.135, -2.055], [-0.127, 1.302, -2.310], [1.519, 0.558, -2.712], [-1.396, 0.938, -3.604], [0.579, 3.538, -2.961], [0.795, 3.333, -1.224], [-0.803, 3.697, -1.889], [1.798, 0.934, -3.701], [1.485, -0.529, -2.758], [2.300, 0.870, -2.017], [-1.038, 1.334, -4.559], [-2.356, 1.399, -3.380], [-1.526, -0.139, -3.713], [-1.940, -2.896, 1.748], [-1.840, -2.971, 0.549], [-2.686, -3.853, -0.360], [-2.165, -3.573, -1.766], [-1.110, -2.501, -1.565], [-0.498, -1.925, -2.445], [-0.948, -2.235, -0.227], [-3.732, -3.578, -0.223], [-2.578, -4.889, -0.042], [-2.920, -3.205, -2.460], [-1.687, -4.435, -2.232]]}

# 3
{"formula": "C37H16F15GeN4PtS2", "method": "ωB97M-V with the def2-TZVPD basis set", "lumo_energy_ha": -0.221, "homo_ha": -0.4403, "de_lowest_kcal_mol": 0.0, "spin_multiplicity": 1, "orbital_gap_ev": 5.97, "total_charge": 1, "elements": ["Pt", "C", "C", "C", "C", "C", "C", "C", "C", "S", "C", "N", "C", "C", "C", "C", "C", "C", "C", "C", "H", "H", "H", "H", "H", "H", "H", "H", "H", "H", "H", "H", "H", "H", "H", "H", "F", "C", "C", "C", "F", "C", "F", "C", "F", "C", "F", "Ge", "S", "C", "C", "F", "C", "F", "C", "F", "C", "F", "C", "F", "C", "C", "F", "C", "F", "C", "F", "C", "F", "C", "F", "N", "C", "N", "C", "N"], "positions_angstrom": [[0.343, 0.086, 0.373], [7.011, -0.617, 1.435], [6.166, -0.235, 0.211], [7.037, -0.276, -1.053], [5.651, 1.191, 0.404], [5.027, -1.239, 0.060], [5.332, -2.609, -0.093], [4.366, -3.579, -0.230], [3.034, -3.174, -0.204], [1.595, -4.138, -0.329], [0.646, -2.737, -0.172], [1.337, -1.626, -0.060], [2.711, -1.827, -0.058], [3.699, -0.853, 0.066], [-0.791, -2.546, -0.124], [-1.793, -3.491, -0.272], [-3.120, -3.092, -0.173], [-3.444, -1.766, 0.068], [-2.447, -0.804, 0.238], [-1.138, -1.219, 0.130], [7.820, 0.103, 1.564], [7.461, -1.604, 1.330], [6.407, -0.615, 2.344], [7.848, 0.449, -0.966], [6.452, -0.028, -1.940], [7.486, -1.258, -1.205], [6.498, 1.867, 0.519], [5.034, 1.283, 1.301], [5.074, 1.537, -0.457], [6.369, -2.917, -0.104], [4.636, -4.619, -0.350], [3.422, 0.186, 0.178], [-1.544, -4.528, -0.460], [-3.907, -3.825, -0.281], [-4.481, -1.466, 0.140], [-2.705, 0.228, 0.433], [1.476, -2.404, 4.725], [2.041, -1.431, 5.458], [1.487, -0.158, 5.452], [2.100, 0.792, 6.256], [1.607, 2.030, 6.340], [3.214, 0.500, 7.022], [3.768, 1.428, 7.790], [3.748, -0.779, 6.988], [4.815, -1.069, 7.711], [3.156, -1.757, 6.205], [3.657, -2.987, 6.178], [-0.038, 0.187, 4.265], [1.217, -0.267, 2.441], [-0.669, 2.014, 4.327], [0.215, 3.052, 4.079], [1.466, 2.771, 3.690], [-0.128, 4.376, 4.259], [0.752, 5.341, 4.027], [-1.407, 4.690, 4.696], [-1.741, 5.948, 4.902], [-2.333, 3.681, 4.915], [-3.558, 3.977, 5.313], [-1.953, 2.365, 4.724], [-2.871, 1.418, 4.953], [-1.375, -1.132, 4.775], [-1.803, -1.076, 6.091], [-1.331, -0.101, 6.880], [-2.711, -1.973, 6.620], [-3.104, -1.883, 7.882], [-3.213, -2.977, 5.804], [-4.082, -3.847, 6.284], [-2.797, -3.068, 4.485], [-3.265, -4.036, 3.701], [-1.886, -2.150, 3.996], [-1.483, -2.293, 2.728], [-0.212, 1.947, 0.572], [-0.972, 2.762, 0.998], [-1.614, 3.695, 1.455], [-2.875, 3.985, 1.690], [-3.971, 4.240, 1.939]]}

# 4
{"formula": "C6H14O2", "method": "ωB97M-V with the def2-TZVPD basis set", "lumo_energy_ha": 0.016, "homo_ha": -0.3329, "de_lowest_kcal_mol": 52.5, "spin_multiplicity": 1, "smiles": "C=CC/C=C/C.O.O", "orbital_gap_ev": 9.50, "elements": ["C", "C", "C", "C", "C", "C", "H", "H", "H", "H", "H", "H", "H", "H", "H", "H", "O", "H", "H", "O", "H", "H"], "positions_angstrom": [[-1.397, -2.172, 2.229], [-1.038, -0.992, 1.767], [-1.977, 0.053, 1.235], [-1.442, 0.815, 0.046], [-1.396, 0.331, -1.184], [-1.086, 1.218, -2.380], [-0.627, -2.863, 2.569], [-2.401, -2.529, 2.369], [0.026, -0.804, 1.689], [-2.252, 0.718, 2.057], [-2.927, -0.336, 0.908], [-1.097, 1.833, 0.092], [-1.551, -0.706, -1.478], [-1.364, 0.696, -3.312], [-0.018, 1.447, -2.502], [-1.674, 2.143, -2.315], [4.562, 0.767, 0.218], [4.089, -0.058, 0.070], [3.888, 1.447, 0.007], [1.813, -0.203, -1.171], [1.925, -1.148, -1.314], [2.230, 0.233, -1.921]]}

# 5
{"formula": "C24H25AsCl2N3O2S2Sn", "method": "ωB97M-V with the def2-TZVPD basis set", "lumo_energy_ha": [-0.215, -0.191], "homo_ha": [-0.3934, -0.4024], "de_lowest_kcal_mol": 41.6, "spin_multiplicity": 1, "orbital_gap_ev": [4.87, 5.75], "total_charge": 1, "elements": ["Sn", "S", "C", "C", "N", "C", "S", "C", "N", "C", "C", "As", "C", "C", "C", "C", "H", "H", "H", "H", "H", "H", "H", "H", "H", "H", "H", "H", "H", "H", "H", "Cl", "C", "C", "C", "C", "C", "Cl", "C", "N", "C", "C", "C", "C", "C", "C", "C", "C", "O", "O", "H", "H", "H", "H", "H", "H", "H", "H", "H", "H"], "positions_angstrom": [[-0.194, -1.095, -1.856], [2.243, -1.314, -1.452], [2.184, -1.719, 0.250], [3.467, -1.354, 0.906], [4.597, -1.943, 0.926], [1.113, -2.174, 0.913], [-0.459, -2.473, 0.183], [1.199, -2.437, 2.329], [1.261, -2.622, 3.461], [-5.532, -1.760, -0.410], [-4.062, -1.524, -0.071], [-3.051, -1.126, -1.669], [-3.446, -2.585, -2.896], [-3.095, -3.952, -2.321], [-3.802, 0.446, -2.502], [-2.857, 1.075, -3.518], [-6.081, -1.952, 0.512], [-5.674, -2.624, -1.059], [-5.989, -0.893, -0.888], [-3.602, -2.392, 0.401], [-3.909, -0.669, 0.583], [-2.886, -2.377, -3.809], [-4.508, -2.504, -3.139], [-2.035, -4.033, -2.074], [-3.323, -4.737, -3.042], [-3.660, -4.168, -1.413], [-4.028, 1.134, -1.690], [-4.735, 0.117, -2.965], [-1.940, 1.417, -3.036], [-3.328, 1.943, -3.979], [-2.591, 0.383, -4.318], [3.348, 0.274, 3.104], [3.896, 0.019, 1.456], [5.284, -0.665, 1.357], [6.109, -0.232, 0.200], [5.614, 0.549, -0.784], [4.317, 1.129, -0.705], [3.799, 2.090, -2.012], [3.509, 1.045, 0.444], [2.323, 1.641, 0.491], [1.812, 2.391, 1.593], [2.691, 3.309, 2.157], [2.267, 4.159, 3.160], [0.946, 4.103, 3.573], [0.079, 3.184, 3.000], [0.484, 2.296, 2.006], [-0.493, 1.212, 1.618], [-0.913, 0.964, 0.184], [-2.108, 0.896, -0.070], [0.023, 0.696, -0.681], [5.840, -0.744, 2.289], [7.110, -0.635, 0.117], [6.202, 0.775, -1.662], [1.795, 1.694, -0.380], [3.703, 3.369, 1.774], [2.955, 4.869, 3.595], [0.586, 4.771, 4.343], [-0.944, 3.131, 3.350], [-1.413, 1.381, 2.170], [-0.099, 0.245, 1.957]]}

# 6
{"formula": "C4H3NOS", "method": "ωB97M-V with the def2-TZVPD basis set", "lumo_energy_ha": -0.024, "homo_ha": -0.3578, "de_lowest_kcal_mol": 23.5, "spin_multiplicity": 1, "smiles": "N#C/C=C\\OC=S", "orbital_gap_ev": 9.09, "elements": ["N", "C", "C", "C", "O", "C", "S", "H", "H", "H"], "positions_angstrom": [[2.973, -1.497, -0.002], [2.528, -0.422, 0.026], [2.018, 0.885, 0.002], [0.707, 1.135, 0.008], [-0.163, 0.170, -0.035], [-1.486, 0.484, -0.009], [-2.719, -0.548, 0.005], [2.656, 1.665, -0.076], [0.370, 2.191, 0.041], [-1.625, 1.553, 0.089]]}

# 7
{"formula": "C3H5NO2", "method": "ωB97M-V with the def2-TZVPD basis set", "lumo_energy_ha": 0.028, "homo_ha": -0.3148, "de_lowest_kcal_mol": 24.5, "spin_multiplicity": 1, "smiles": "N/C=C\\C(=O)O", "orbital_gap_ev": 9.32, "elements": ["N", "C", "C", "C", "O", "O", "H", "H", "H", "H", "H"], "positions_angstrom": [[-2.008, 0.473, -0.065], [-1.422, -0.725, 0.027], [-0.071, -0.968, 0.094], [1.048, -0.068, 0.061], [2.196, -0.332, -0.158], [0.542, 1.217, 0.037], [-1.547, 1.394, 0.179], [-2.955, 0.691, -0.360], [-2.123, -1.564, -0.146], [0.122, -1.977, 0.326], [1.322, 1.633, 0.333]]}

# 8
{"formula": "C8H24BrO4", "method": "ωB97M-V with the def2-TZVPD basis set", "lumo_energy_ha": 0.122, "homo_ha": -0.1957, "de_lowest_kcal_mol": 5.6, "spin_multiplicity": 1, "orbital_gap_ev": 8.63, "total_charge": -1, "elements": ["Br", "C", "C", "O", "H", "H", "H", "H", "H", "H", "C", "C", "O", "H", "H", "H", "H", "H", "H", "C", "C", "O", "H", "H", "H", "H", "H", "H", "C", "C", "O", "H", "H", "H", "H", "H", "H"], "positions_angstrom": [[-0.113, -0.151, 2.301], [1.316, -1.261, -2.793], [1.120, -0.562, -1.464], [1.246, -1.526, -0.432], [2.314, -1.699, -2.830], [1.216, -0.564, -3.629], [0.579, -2.054, -2.932], [0.168, -0.024, -1.399], [1.910, 0.199, -1.346], [0.847, -1.136, 0.369], [-2.051, 2.911, -1.101], [-2.226, 2.388, 0.310], [-2.584, 1.007, 0.256], [-1.362, 2.250, -1.632], [-1.636, 3.922, -1.134], [-2.995, 2.916, -1.650], [-3.017, 2.947, 0.830], [-1.310, 2.496, 0.896], [-2.007, 0.551, 0.890], [-1.557, -3.688, -0.362], [-2.476, -2.857, 0.489], [-3.375, -3.694, 1.265], [-0.894, -4.302, 0.240], [-0.948, -3.028, -0.990], [-2.125, -4.305, -1.067], [-3.056, -2.150, -0.109], [-1.905, -2.271, 1.206], [-4.200, -3.774, 0.782], [3.933, 1.972, 2.304], [3.092, 1.944, 1.029], [1.776, 2.391, 1.242], [4.949, 1.614, 2.127], [3.458, 1.356, 3.069], [3.958, 2.993, 2.692], [3.099, 0.931, 0.598], [3.554, 2.579, 0.265], [1.301, 1.678, 1.710]]}

# 9
{"formula": "C16H15F5IrN7O9P2S2", "method": "ωB97M-V with the def2-TZVPD basis set", "lumo_energy_ha": [-0.151, -0.185], "homo_ha": [-0.4188, -0.4488], "de_lowest_kcal_mol": 85.9, "spin_multiplicity": 2, "orbital_gap_ev": [7.29, 7.18], "total_charge": 1, "s2": 0.765, "elements": ["Ir", "N", "C", "C", "P", "O", "O", "O", "P", "O", "O", "O", "H", "H", "H", "H", "H", "H", "H", "H", "O", "C", "N", "S", "O", "O", "C", "C", "C", "C", "C", "C", "H", "H", "H", "H", "F", "C", "C", "F", "C", "F", "C", "S", "C", "F", "C", "F", "N", "N", "N", "C", "N", "N", "H", "H", "H"], "positions_angstrom": [[-0.186, 0.129, -0.501], [-2.404, 4.074, -0.874], [-1.795, 3.627, 0.444], [-1.742, 4.762, 1.452], [-0.162, 2.870, 0.038], [0.700, 4.193, -0.057], [0.206, 1.802, 1.043], [-0.390, 2.271, -1.347], [-2.972, 2.250, 0.924], [-2.891, 2.107, 2.506], [-4.281, 2.738, 0.416], [-2.415, 0.969, 0.339], [-2.234, 5.058, -1.074], [-3.421, 3.855, -0.798], [-1.986, 3.494, -1.615], [-1.098, 5.567, 1.097], [-1.320, 4.391, 2.385], [-2.739, 5.158, 1.657], [1.627, 3.989, -0.276], [-3.587, 2.599, 2.962], [2.161, -2.295, 1.314], [2.531, -1.274, 0.783], [1.713, -0.247, 0.319], [2.557, 0.731, -0.715], [1.968, 0.352, -1.989], [2.576, 2.135, -0.421], [4.135, 0.067, -0.426], [5.378, 0.523, -0.819], [6.481, -0.114, -0.268], [6.328, -1.146, 0.658], [5.069, -1.580, 1.049], [3.969, -0.956, 0.490], [5.486, 1.338, -1.522], [7.474, 0.201, -0.557], [7.208, -1.608, 1.087], [4.933, -2.365, 1.780], [-5.982, -3.889, -0.816], [-4.930, -3.210, -0.411], [-4.246, -2.398, -1.305], [-4.646, -2.322, -2.565], [-3.147, -1.680, -0.884], [-2.561, -0.894, -1.782], [-2.683, -1.763, 0.433], [-1.349, -0.926, 1.130], [-3.395, -2.595, 1.307], [-2.994, -2.708, 2.569], [-4.502, -3.308, 0.903], [-5.145, -4.092, 1.755], [1.112, -4.791, -0.167], [0.882, -3.621, -0.834], [1.463, -3.333, -1.982], [0.924, -2.162, -2.261], [0.048, -1.786, -1.312], [0.045, -2.760, -0.398], [1.940, -5.232, -0.545], [1.152, -4.605, 0.828], [1.137, -1.593, -3.147]]}

# 10
{"formula": "C22H29N3O2", "method": "ωB97M-V with the def2-TZVPD basis set", "lumo_energy_ha": -0.070, "homo_ha": -0.1981, "de_lowest_kcal_mol": 165.0, "spin_multiplicity": 1, "orbital_gap_ev": 3.49, "elements": ["C", "N", "C", "C", "C", "C", "C", "C", "C", "C", "C", "C", "N", "C", "C", "C", "C", "C", "C", "H", "H", "H", "H", "H", "H", "H", "H", "H", "H", "H", "H", "H", "H", "H", "H", "H", "H", "H", "H", "H", "O", "C", "C", "C", "C", "C", "N", "O", "H", "H", "H", "H", "H", "H", "H", "H"], "positions_angstrom": [[-6.142, -1.038, 1.811], [-5.517, -0.513, 3.004], [-6.085, -1.050, 4.224], [-4.199, -0.051, 2.967], [-3.911, 1.339, 2.896], [-2.612, 1.787, 2.908], [-1.495, 0.895, 2.965], [-0.204, 1.488, 2.913], [1.089, 0.895, 2.910], [2.202, 1.792, 2.947], [3.501, 1.348, 2.939], [3.793, -0.040, 2.940], [5.112, -0.497, 2.982], [5.674, -1.049, 4.197], [5.748, -0.989, 1.781], [2.711, -0.946, 2.892], [1.404, -0.496, 2.838], [-1.806, -0.495, 3.071], [-3.111, -0.951, 3.031], [-5.757, -0.541, 0.916], [-5.976, -2.121, 1.714], [-7.222, -0.876, 1.874], [-5.675, -0.545, 5.105], [-7.169, -0.903, 4.205], [-5.899, -2.130, 4.315], [-4.743, 2.042, 2.848], [-2.403, 2.859, 2.873], [-0.202, 2.586, 2.927], [1.990, 2.864, 2.951], [4.333, 2.054, 2.938], [5.255, -0.560, 5.082], [5.492, -2.130, 4.269], [6.757, -0.897, 4.188], [5.369, -0.472, 0.896], [6.826, -0.826, 1.860], [5.590, -2.069, 1.659], [2.912, -2.022, 2.888], [0.611, -1.224, 2.706], [-1.009, -1.220, 3.191], [-3.306, -2.027, 3.069], [1.478, 1.697, -2.446], [2.097, 1.742, -1.425], [0.965, 3.230, -0.456], [0.556, 4.345, -1.388], [-0.999, 4.317, -1.312], [-1.371, 3.026, -0.579], [-0.107, 2.511, -0.056], [2.911, 1.534, -0.565], [1.815, 3.409, 0.229], [0.988, 5.304, -1.062], [0.905, 4.063, -2.400], [-1.340, 5.186, -0.729], [-1.432, 4.317, -2.320], [-2.098, 3.204, 0.223], [-1.828, 2.273, -1.237], [-0.093, 1.479, 0.130]]}

What is the formula in the tenth record?
C22H29N3O2